A molecular structure, C32H40AsCrN6O, computed with ωB97M-V with the def2-TZVPD basis set.

Results
E_LUMO (spin up / spin down) ... -6.0 / -5.7 eV
Kohn-Sham gap (spin up / spin down) ... 6.723 / 7.104 eV
⟨S²⟩ ... 0.76
Charge ... +2
E_HOMO (spin up / spin down) ... -12.8 / -12.8 eV
2S+1 ... 2

Geometry (Å):
1 Cr -0.713 -0.106 -0.098
2 C -1.340 6.018 -3.304
3 C -1.038 4.906 -2.339
4 C 0.255 4.682 -1.867
5 C 0.542 3.640 -1.004
6 C -0.464 2.782 -0.545
7 N -0.216 1.692 0.308
8 C 1.006 1.778 1.014
9 C 1.101 2.387 2.268
10 C 2.319 2.471 2.921
11 C 3.488 1.957 2.352
12 C 4.804 2.069 3.068
13 C 3.398 1.353 1.106
14 C 2.174 1.274 0.455
15 N 2.096 0.742 -0.863
16 C 3.015 0.830 -1.849
17 C 2.449 0.336 -2.999
18 C 1.157 -0.039 -2.625
19 N 0.948 0.209 -1.335
20 C -1.752 3.030 -1.001
21 C -2.037 4.056 -1.892
22 N -2.821 2.268 -0.465
23 C -4.038 2.737 -0.159
24 C -4.786 1.686 0.319
25 C -3.927 0.600 0.274
26 N -2.712 0.939 -0.202
27 H -0.576 6.792 -3.261
28 H -2.303 6.479 -3.089
29 H -1.375 5.644 -4.329
30 H 1.058 5.332 -2.192
31 H 1.559 3.505 -0.662
32 H 0.205 2.815 2.702
33 H 2.371 2.956 3.889
34 H 5.135 3.108 3.098
35 H 5.578 1.483 2.576
36 H 4.719 1.726 4.099
37 H 4.285 0.932 0.647
38 H 3.981 1.267 -1.662
39 H 2.901 0.268 -3.973
40 H 0.374 -0.459 -3.233
41 H -3.053 4.185 -2.244
42 H -4.271 3.781 -0.284
43 H -5.808 1.705 0.654
44 H -4.167 -0.407 0.553
45 O -0.328 -0.415 1.871
46 C -1.453 -0.777 2.689
47 C -2.296 -1.696 1.860
48 C -3.202 -2.598 2.397
49 C -3.953 -3.372 1.531
50 C -3.780 -3.225 0.158
51 C -2.864 -2.300 -0.295
52 N -2.134 -1.550 0.545
53 H 0.240 0.220 2.341
54 H -2.021 0.124 2.943
55 H -1.123 -1.258 3.609
56 H -3.310 -2.686 3.470
57 H -4.665 -4.089 1.918
58 H -4.351 -3.810 -0.548
59 H -2.712 -2.128 -1.354
60 C 3.002 -2.110 0.888
61 C 2.371 -2.575 -0.422
62 As 0.430 -2.561 -0.347
63 C 0.087 -3.727 1.182
64 C 0.889 -5.025 1.194
65 C -0.060 -3.763 -1.808
66 C 0.171 -3.256 -3.225
67 H 4.045 -1.829 0.738
68 H 2.987 -2.901 1.638
69 H 2.489 -1.248 1.317
70 H 2.667 -3.600 -0.653
71 H 2.676 -1.958 -1.269
72 H -0.982 -3.945 1.177
73 H 0.294 -3.135 2.076
74 H 0.680 -5.648 0.325
75 H 0.625 -5.609 2.076
76 H 1.963 -4.849 1.234
77 H -1.106 -4.037 -1.662
78 H 0.532 -4.660 -1.626
79 H -0.517 -2.449 -3.485
80 H -0.002 -4.062 -3.937
81 H 1.191 -2.901 -3.377

Forces on atoms 1 to 3 (eV/Å):
-0.5 -0.3 -0.3
0.0 0.0 0.0
0.0 0.0 0.0

---

A molecular structure, C6H12Br3NO5PS, computed with ωB97M-V with the def2-TZVPD basis set.

Results
E_LUMO ... -5.0 eV
Kohn-Sham gap ... 7.339 eV
Charge ... +1
E_HOMO ... -12.3 eV

Geometry (Å):
1 C -0.986 2.731 3.745
2 C -0.782 1.485 2.888
3 C 0.424 1.615 1.968
4 C 0.686 0.369 1.159
5 O -0.204 0.400 -0.027
6 S -0.846 -0.849 -0.656
7 O -1.401 -1.753 0.605
8 C -2.682 -1.569 0.874
9 N -3.782 -1.434 1.147
10 P 0.778 -2.202 -1.375
11 O 0.549 -2.195 -2.800
12 O 2.111 -1.534 -0.891
13 O 0.553 -3.499 -0.532
14 H -0.357 2.692 4.629
15 H -2.013 2.794 4.088
16 H -0.755 3.636 3.191
17 H -1.677 1.275 2.306
18 H -0.591 0.643 3.553
19 H 1.323 1.781 2.560
20 H 0.323 2.466 1.300
21 H 1.713 0.329 0.816
22 H 0.471 -0.508 1.763
23 H 2.276 -1.658 0.056
24 H 1.277 -4.137 -0.674
25 C 0.726 -0.302 -5.919
26 Br 2.380 0.480 -5.327
27 Br -0.772 0.424 -4.951
28 Br 0.489 -0.126 -7.810
29 H 0.770 -1.355 -5.688

Forces on atoms 1 to 3 (eV/Å):
-0.1 -0.2 0.0
0.3 0.2 0.1
-0.1 -0.1 0.0

---

C6H13NO3 in the gas phase at a distorted geometry, computed with ωB97M-V with the def2-TZVPD basis set.

Results
SMILES ... CCC(C)(CC)OON=O
E_LUMO ... 0.5 eV
Kohn-Sham gap ... 10.830 eV
Energy above the lowest of the compared OMol25 structures with the same formula, charge and spin ... 147.27 kcal/mol
E_HOMO ... -10.4 eV

Geometry (Å):
1 C 0.025 -2.326 0.719
2 C -0.059 -1.451 -0.519
3 C -0.101 0.068 -0.247
4 C -0.029 0.813 -1.582
5 C -1.368 0.459 0.540
6 C -1.443 1.938 0.890
7 O 1.032 0.415 0.526
8 O 2.273 0.081 -0.218
9 N 3.299 0.614 0.441
10 O 4.375 0.420 -0.039
11 H 0.113 -3.386 0.464
12 H 0.894 -2.058 1.323
13 H -0.859 -2.227 1.349
14 H 0.807 -1.641 -1.160
15 H -0.938 -1.720 -1.115
16 H -0.936 0.652 -2.164
17 H 0.094 1.881 -1.425
18 H 0.821 0.464 -2.164
19 H -2.252 0.150 -0.028
20 H -1.375 -0.133 1.462
21 H -2.307 2.167 1.520
22 H -0.547 2.256 1.428
23 H -1.519 2.565 0.000

Forces on atoms 1 to 3 (eV/Å):
0.0 -0.1 0.2
-0.1 0.0 -0.2
-0.3 -0.9 -1.9

---

A molecular structure, C21H17Br2CoN3O5 at a distorted geometry, computed with ωB97M-V with the def2-TZVPD basis set.

Results
E_LUMO (spin up / spin down) ... 0.0 / -0.1 eV
Kohn-Sham gap (spin up / spin down) ... 7.340 / 7.344 eV
⟨S²⟩ ... 3.76
E_HOMO (spin up / spin down) ... -7.4 / -7.4 eV
2S+1 ... 4

Geometry (Å):
1 Co 0.654 -0.378 -0.513
2 O -0.047 -3.737 2.125
3 C 0.194 -2.756 1.196
4 O 0.859 -1.814 1.378
5 C -0.617 -3.026 -0.124
6 C -1.395 -4.136 -0.392
7 C -2.039 -4.082 -1.661
8 C -1.876 -3.028 -2.564
9 C -1.065 -1.950 -2.162
10 N -0.514 -1.997 -0.935
11 C -0.799 -0.673 -2.972
12 O -1.349 -0.607 -4.076
13 O -0.036 0.168 -2.404
14 H 0.494 -3.369 2.848
15 H -1.548 -5.018 0.203
16 H -2.700 -4.897 -1.884
17 H -2.359 -2.989 -3.541
18 Br 4.578 -2.727 -2.423
19 C 4.463 -1.073 -1.561
20 C 5.600 -0.207 -1.427
21 C 5.493 1.012 -0.858
22 Br 7.000 2.125 -0.595
23 C 4.262 1.492 -0.373
24 C 4.027 2.697 0.271
25 C 2.769 3.053 0.733
26 C 1.740 2.126 0.493
27 N 1.984 0.987 -0.068
28 C 3.174 0.607 -0.538
29 C 3.218 -0.739 -1.113
30 O 2.140 -1.458 -1.145
31 H 6.568 -0.561 -1.768
32 H 4.882 3.328 0.456
33 H 2.572 3.963 1.266
34 H 0.741 2.368 0.886
35 C -3.838 2.610 0.385
36 C -3.242 1.698 1.474
37 C -4.349 0.722 1.947
38 C -2.719 2.550 2.649
39 C -2.066 0.982 0.904
40 N -1.113 0.504 0.523
41 H -4.675 3.145 0.817
42 H -4.218 2.038 -0.458
43 H -3.120 3.333 0.001
44 H -5.188 1.265 2.341
45 H -4.003 0.036 2.713
46 H -4.697 0.149 1.087
47 H -3.567 3.041 3.125
48 H -2.000 3.318 2.330
49 H -2.276 1.907 3.404

Forces on atoms 1 to 3 (eV/Å):
-1.3 -0.3 -0.7
1.0 1.6 -0.4
-3.6 -3.9 -1.8

---

CH2BrNO3 in the gas phase at a distorted geometry, computed with ωB97M-V with the def2-TZVPD basis set.

Results
SMILES ... O=[N+]([O-])OCBr
E_LUMO ... 0.4 eV
Kohn-Sham gap ... 11.626 eV
Energy above the lowest of the compared OMol25 structures with the same formula, charge and spin ... 44.18 kcal/mol
E_HOMO ... -11.2 eV

Geometry (Å):
1 O -1.632 0.759 -0.130
2 N -1.370 -0.264 0.455
3 O -2.090 -0.899 1.087
4 O -0.100 -0.760 0.260
5 C 0.992 0.149 -0.421
6 Br 2.547 0.358 0.634
7 H 1.222 -0.287 -1.417
8 H 0.431 0.943 -0.468

Forces on atoms 1 to 3 (eV/Å):
0.1 0.8 -0.2
1.4 2.8 -2.8
-1.4 -2.5 2.3

---

C10H7NO3 in the gas phase at a distorted geometry, computed with ωB97M-V with the def2-TZVPD basis set.

Results
SMILES ... O=C(Oc1ccccn1)c1ccco1
E_LUMO ... 0.4 eV
Kohn-Sham gap ... 9.236 eV
Energy above the lowest of the compared OMol25 structures with the same formula, charge and spin ... 36.35 kcal/mol
E_HOMO ... -8.9 eV

Geometry (Å):
1 O -1.397 2.658 0.754
2 C -0.998 1.775 -0.053
3 O 0.156 1.735 -0.776
4 C 1.094 0.848 -0.306
5 C 2.183 0.640 -1.149
6 C 3.166 -0.130 -0.596
7 C 3.076 -0.605 0.732
8 C 1.862 -0.409 1.402
9 N 0.941 0.420 0.873
10 C -1.850 0.542 -0.285
11 C -3.085 0.318 0.338
12 C -3.188 -1.093 0.265
13 C -2.132 -1.529 -0.533
14 O -1.246 -0.509 -0.831
15 H 1.959 0.794 -2.239
16 H 4.058 -0.191 -1.297
17 H 3.825 -1.176 1.177
18 H 1.529 -0.934 2.364
19 H -3.914 1.084 0.763
20 H -4.149 -1.686 0.371
21 H -1.890 -2.552 -0.972

Forces on atoms 1 to 3 (eV/Å):
2.2 -2.8 -3.7
-3.3 1.1 2.8
-0.1 0.9 0.2

---

4 unconnected molecules or ions with the total composition C6H9Cl6FO3 at a distorted geometry, computed with ωB97M-V with the def2-TZVPD basis set.

Results
SMILES ... O=C1OC[C@@H](F)O1.ClCCl.ClCCl.ClCCl
E_LUMO ... 0.5 eV
Kohn-Sham gap ... 11.601 eV
Energy above the lowest of the compared OMol25 structures with the same formula, charge and spin ... 0.00 kcal/mol
E_HOMO ... -11.1 eV

Geometry (Å):
1 O -0.055 -3.029 2.831
2 C 0.437 -2.009 2.477
3 O 0.339 -1.438 1.270
4 C 1.256 -0.343 1.210
5 C 1.464 -0.019 2.677
6 F 0.490 0.887 3.082
7 O 1.215 -1.257 3.301
8 H 2.110 -0.663 0.613
9 H 0.785 0.537 0.772
10 H 2.420 0.403 2.981
11 Cl -0.836 -0.160 -1.832
12 C -2.111 -0.609 -0.698
13 Cl -3.663 0.066 -1.146
14 H -2.200 -1.688 -0.700
15 H -1.891 -0.194 0.278
16 Cl -1.825 4.595 -1.784
17 C -2.657 3.380 -0.820
18 Cl -1.606 2.760 0.517
19 H -3.494 3.895 -0.364
20 H -3.034 2.554 -1.411
21 Cl 3.579 -0.198 -2.921
22 C 2.437 -1.522 -2.695
23 Cl 3.045 -2.874 -1.737
24 H 1.539 -1.163 -2.211
25 H 2.257 -1.911 -3.690

Forces on atoms 1 to 3 (eV/Å):
-0.1 0.2 -0.4
-0.2 -0.7 0.7
-0.1 0.1 -0.3

---

Number 1: energy -134067.52121 eV. Number 2: energy -248387.22421 eV. Number 3: energy -14060.24278 eV. Number 4: energy -214474.87231 eV. Number 5: energy -78739.33285 eV. Number 6: energy -18113.46262 eV. Number 7: energy -90362.74193 eV.